No. 1
{
  "formula": "C4H11NO",
  "method": "wB97M-V/def2-TZVPD",
  "symbols": ["C", "C", "C", "N", "C", "H", "H", "H", "H", "H", "H", "H", "H", "H", "H", "H", "O"],
  "coordinates": [[-0.79418, -1.12850, -0.41793], [-0.67738, 0.36253, -0.39045], [0.45500, 1.06816, -0.51342], [1.75503, 0.53594, -0.17091], [-1.95704, 1.12238, -0.12496], [-1.34807, -1.40346, -1.31533], [-1.32990, -1.52752, 0.44376], [0.16343, -1.63594, -0.39666], [0.42214, 2.09642, -0.84755], [2.54282, 1.11942, -0.42894], [1.88465, -0.25238, -0.80758], [-1.83974, 2.17503, -0.37456], [-2.24293, 1.03525, 0.92028], [-2.78532, 0.73732, -0.73376], [1.49792, -0.86546, 1.35764], [2.37170, -2.07853, 1.69251], [1.88187, -1.36067, 2.10786]],
  "e_tot_ha": -288.9654,
  "relative_energy_kcal_mol": 32.4,
  "spin_multiplicity": 1,
  "orbital_gap_ev": 9.13,
  "lumo_ev": 0.805
}

No. 2
{
  "formula": "C35H30OP",
  "method": "wB97M-V/def2-TZVPD",
  "symbols": ["C", "C", "C", "C", "C", "C", "C", "C", "C", "C", "C", "C", "C", "C", "C", "H", "H", "H", "H", "H", "H", "H", "H", "H", "H", "H", "H", "H", "C", "C", "C", "C", "P", "C", "C", "C", "C", "C", "C", "C", "C", "C", "C", "C", "C", "C", "C", "O", "C", "C", "H", "H", "H", "H", "H", "H", "H", "H", "H", "H", "H", "H", "H", "H", "H", "H", "H"],
  "coordinates": [[1.19673, 0.79555, 2.50745], [2.49487, 0.21564, 2.23188], [3.62654, 1.01961, 1.92902], [4.82355, 0.46027, 1.51570], [4.89325, -0.92204, 1.29443], [3.80588, -1.75094, 1.62234], [2.64505, -1.19646, 2.14801], [0.00193, 0.18069, 2.11440], [-1.22154, 0.84989, 2.09444], [-2.46235, 0.28029, 1.67797], [-3.62921, 1.06987, 1.45233], [-4.85600, 0.47768, 1.16338], [-4.97476, -0.92083, 1.09320], [-3.82216, -1.71139, 1.23461], [-2.59365, -1.12401, 1.50940], [1.10272, 1.82981, 2.84854], [3.51007, 2.10016, 1.93293], [5.69234, 1.11051, 1.36309], [5.81238, -1.34881, 0.86631], [3.88238, -2.83221, 1.48530], [1.79789, -1.82393, 2.42865], [0.01540, -0.86334, 1.77904], [-1.22447, 1.88805, 2.43892], [-3.53172, 2.15114, 1.51106], [-5.74282, 1.09822, 0.97104], [-5.93371, -1.38929, 0.86524], [-3.88527, -2.79814, 1.11153], [-1.71744, -1.75693, 1.62761], [2.88433, 5.20671, 10.09976], [3.69904, 4.07281, 10.06999], [3.66521, 3.22712, 8.96123], [2.85027, 3.55507, 7.86606], [2.97166, 2.61822, 6.33279], [3.62494, 3.80890, 5.14247], [3.25643, 3.64024, 3.80726], [3.69360, 4.53169, 2.81956], [4.45053, 5.64831, 3.19513], [4.80784, 5.83963, 4.53135], [4.38910, 4.93288, 5.51201], [4.20451, 1.32308, 6.59030], [3.80301, 0.11511, 7.18598], [4.76693, -0.82475, 7.55729], [6.11642, -0.58695, 7.26882], [6.50552, 0.58355, 6.61106], [5.54843, 1.52528, 6.23766], [1.48087, 1.93825, 5.76725], [0.33654, 1.59540, 6.56106], [-0.69255, 1.11243, 6.05359], [1.97665, 4.65288, 7.92830], [2.01382, 5.49058, 9.04461], [2.92846, 5.86903, 10.96127], [4.36763, 3.83731, 10.89749], [4.27085, 2.32315, 8.93590], [2.62652, 2.79818, 3.54814], [3.44621, 4.35197, 1.77254], [4.75546, 6.36833, 2.43354], [5.41546, 6.69830, 4.82276], [4.62957, 5.10124, 6.55903], [2.74402, -0.07832, 7.35406], [4.46588, -1.73721, 8.07139], [6.86631, -1.32384, 7.54849], [7.55672, 0.76787, 6.38839], [5.83100, 2.41817, 5.68440], [1.47426, 1.61925, 4.73221], [0.40006, 1.76773, 7.66360], [1.28570, 4.84592, 7.10989], [1.36800, 6.36622, 9.08776]],
  "charge": 1,
  "e_tot_ha": -1768.0000,
  "relative_energy_kcal_mol": 2.2,
  "spin_multiplicity": 1,
  "orbital_gap_ev": 4.39,
  "lumo_ev": -5.346
}

No. 3
{
  "formula": "C3H12N2O",
  "method": "wB97M-V/def2-TZVPD",
  "symbols": ["C", "C", "N", "N", "H", "H", "H", "H", "H", "H", "H", "H", "C", "O", "H", "H", "H", "H"],
  "coordinates": [[0.86268, 0.41306, -0.51690], [1.06180, 1.51614, 0.46791], [0.88683, -1.27778, 0.59652], [0.56927, -2.34632, -0.30667], [1.77418, -1.45331, 1.05418], [0.32742, -3.17350, 0.23610], [-0.30524, -2.01292, -0.71898], [0.13734, 0.60219, -1.29550], [1.77964, 0.01651, -0.94085], [1.56898, 2.34736, -0.03701], [0.11330, 1.87544, 0.86031], [1.69374, 1.21263, 1.30448], [-2.11422, 0.67054, -0.37218], [-1.24439, -0.28034, 0.10485], [0.01847, -1.01302, 1.17324], [-2.97313, 0.22472, -0.90278], [-1.63833, 1.34780, -1.12278], [-2.51832, 1.33078, 0.41606]],
  "e_tot_ha": -306.0664,
  "relative_energy_kcal_mol": 111.4,
  "spin_multiplicity": 1,
  "orbital_gap_ev": 8.37,
  "lumo_ev": 0.714
}